# 1
{
  "formula": "C5H13NO",
  "method": "wB97M-V/def2-TZVPD",
  "lumo_energy_ev": 0.72,
  "e_above_lowest_kj_mol": 79.2,
  "smiles": "CC(N)=O.CCC",
  "elements": ["C", "C", "N", "O", "H", "H", "H", "H", "H", "C", "C", "C", "H", "H", "H", "H", "H", "H", "H", "H"],
  "positions_angstrom": [[1.70300, -1.38326, 0.88985], [0.64796, -1.51963, 1.93461], [-0.62150, -1.49722, 1.35141], [0.69985, -1.54883, 3.14223], [1.88710, -2.27756, 0.29342], [2.70240, -1.09998, 1.24014], [1.29038, -0.53172, 0.33532], [-1.43641, -1.32316, 1.91137], [-0.82754, -1.73968, 0.40032], [-2.06378, 1.77312, -2.27434], [-0.67533, 2.24159, -1.93193], [0.56904, 1.42918, -2.18574], [-2.22249, 0.84584, -1.70962], [-2.79069, 2.58397, -2.21306], [-2.20172, 1.53124, -3.35879], [-0.70721, 2.58841, -0.89284], [-0.48478, 3.19911, -2.47434], [1.56217, 1.85512, -1.91082], [0.76737, 1.21609, -3.23484], [0.53284, 0.51864, -1.57618]],
  "forces_ev_per_a": [[1.0216, 0.6925, 0.0249], [-2.2181, -0.3949, 0.2701], [-0.0195, 0.0170, -0.1722], [1.0572, 0.1875, -0.0228], [-0.5897, 0.0743, -0.1746], [-0.4428, -0.0106, 0.4496], [0.6006, -0.4249, -0.6064], [0.1930, -0.2775, 0.4327], [0.4065, 0.1415, -0.2006], [0.2910, -1.0572, -1.7811], [0.8782, 3.0864, -0.2725], [0.9451, -1.0078, 0.4269], [-0.8449, 0.4032, -0.0027], [-0.0800, -0.2621, 1.0288], [0.5820, -0.2447, 0.6388], [0.1807, -0.2965, 0.0875], [-0.3366, -0.3770, 0.2128], [-1.0217, 0.5117, 0.3201], [-0.5983, -0.4465, -0.1597], [-0.0043, -0.3144, -0.4998]],
  "nbo_charge": [-0.7279, 0.6769, -0.8617, -0.5846, 0.2404, 0.2412, 0.2339, 0.3982, 0.3835, -0.6084, -0.4052, -0.6097, 0.2009, 0.2222, 0.1997, 0.1971, 0.1896, 0.2177, 0.2077, 0.1884]
}


# 2
{
  "formula": "C5H13NO",
  "method": "wB97M-V/def2-TZVPD",
  "lumo_energy_ev": 0.77,
  "e_above_lowest_kj_mol": 119.7,
  "smiles": "CCC(N)=O.CC",
  "elements": ["C", "C", "C", "N", "O", "H", "H", "H", "H", "H", "H", "H", "C", "C", "H", "H", "H", "H", "H", "H"],
  "positions_angstrom": [[0.59638, 0.57024, -0.86052], [-0.07305, 1.09499, -2.15339], [-1.21549, 0.36291, -2.80863], [-2.31838, 0.19932, -1.98740], [-1.32454, -0.06476, -3.94064], [-0.22396, -0.02774, -0.38681], [1.25487, 1.21596, -0.27369], [1.32334, -0.24345, -0.93589], [-0.34066, 2.16780, -1.91636], [0.79566, 1.27413, -2.87362], [-3.03645, -0.45872, -2.21791], [-2.11849, 0.25936, -1.00225], [0.70216, -0.10332, 2.92918], [0.93217, -1.52548, 2.41392], [0.16597, 0.07375, 3.87961], [1.64579, 0.40386, 2.94910], [0.23790, 0.53254, 2.13473], [0.26862, -2.22903, 2.86971], [1.84757, -1.89284, 2.86461], [0.88058, -1.60953, 1.31625]],
  "forces_ev_per_a": [[-1.0054, -2.4633, 0.0086], [3.3771, 2.5504, -0.6899], [-1.8554, -1.1914, 0.0243], [0.9204, 0.5943, 1.2227], [1.2943, 0.6128, -0.1190], [0.7679, 1.1302, 0.9766], [-1.2479, 0.7569, 0.1723], [-0.0440, -0.2588, -1.2578], [-0.4217, -1.1675, -0.3231], [-1.4682, -0.5342, 0.3352], [0.0117, -0.1728, -0.4889], [-0.3254, 0.1447, 0.1250], [-0.5451, 1.1805, -1.4181], [-0.0339, 0.1270, 0.8210], [0.3108, -0.5054, -0.5046], [0.8003, 0.2102, 0.6430], [-0.4006, -0.6439, 0.6656], [-1.1327, -0.3563, -0.1179], [0.6865, 0.0170, -0.6595], [0.3114, -0.0305, 0.5844]],
  "nbo_charge": [-0.6255, -0.5274, 0.6697, -0.8276, -0.5867, 0.1979, 0.2350, 0.2169, 0.2392, 0.2375, 0.4002, 0.3706, -0.6220, -0.6202, 0.2143, 0.2027, 0.2015, 0.2077, 0.2074, 0.2086]
}


Q: Which formula does entry 2 have?
A: C5H13NO